62
Properties=species:S:1:pos:R:3:forces:R:3 method="wB97M-V/def2-TZVPD" smiles="Cc1cc(CC(=O)O)n(C)c1C(=O)c1ccc(Cl)cc1.CNC(=O)[C@@H](NC(C)=O)C(C)C" gap_ha=0.3147 fmax_ev_per_a=1.9 mol_weight_da=463.96 energy_ev=-51569.6761
C 1.278 -2.839 -0.379 -0.3 0.2 -0.2
C -0.127 -2.662 0.133 0.0 -0.5 0.9
C -0.558 -3.241 1.386 0.5 0.6 -1.0
C -1.849 -2.849 1.610 0.2 0.3 -0.7
C -2.653 -3.207 2.836 -1.3 0.3 -0.9
C -3.153 -1.967 3.572 1.6 0.2 1.0
O -2.381 -1.352 4.287 -1.2 -0.2 -0.6
O -4.446 -1.609 3.407 0.6 -0.3 0.0
N -2.255 -2.070 0.527 -0.4 0.0 0.6
C -3.613 -1.529 0.337 0.3 0.0 0.0
C -1.186 -1.921 -0.366 0.2 -1.2 0.3
C -1.222 -1.058 -1.565 -1.0 1.1 0.7
O -1.844 0.002 -1.503 0.1 -0.3 0.0
C -0.532 -1.405 -2.819 0.7 -0.8 -0.8
C -0.052 -0.387 -3.660 0.0 -0.3 -0.1
C 0.654 -0.695 -4.824 -0.1 -0.1 0.1
C 0.869 -2.026 -5.184 -0.4 0.1 0.6
Cl 1.755 -2.410 -6.637 -0.2 0.1 0.3
C 0.366 -3.048 -4.375 -0.1 0.0 0.0
C -0.333 -2.744 -3.203 0.4 0.4 -0.3
H 1.495 -2.166 -1.209 0.0 -0.1 0.1
H 1.995 -2.633 0.421 -0.1 -0.1 -0.1
H 1.424 -3.869 -0.717 0.1 0.1 0.0
H 0.052 -3.851 2.046 -0.2 0.2 -0.1
H -3.509 -3.818 2.542 -0.1 -0.1 0.0
H -2.045 -3.799 3.523 0.0 0.3 -0.2
H -4.557 -0.823 3.964 -0.1 0.0 0.0
H -3.868 -1.487 -0.725 0.2 0.0 0.2
H -4.354 -2.166 0.825 0.3 0.0 0.0
H -3.677 -0.521 0.755 -0.1 -0.1 -0.1
H -0.214 0.657 -3.404 0.1 -0.2 0.1
H 1.038 0.104 -5.451 -0.1 -0.1 0.1
H 0.528 -4.082 -4.664 0.0 0.1 0.0
H -0.713 -3.556 -2.587 0.1 0.2 0.0
C -1.208 3.034 1.030 0.2 -0.2 -0.4
N -0.758 2.815 -0.344 -0.9 0.0 1.1
C 0.473 2.682 -0.862 0.6 0.5 -0.5
O 0.558 2.544 -2.074 0.5 -0.3 -0.1
C 1.775 2.740 -0.033 0.3 -0.1 0.6
N 1.725 3.615 1.152 -1.6 -0.6 -0.8
C 2.779 4.222 1.696 1.7 0.5 0.3
C 2.509 5.041 2.936 0.0 -0.1 -0.1
O 3.915 4.134 1.253 -0.2 -0.2 -0.2
C 2.267 1.330 0.375 -0.2 -0.8 -0.2
C 1.263 0.542 1.227 0.3 0.5 -0.1
C 2.656 0.478 -0.836 0.0 0.5 0.1
H -0.706 2.358 1.721 -0.1 0.0 0.1
H -2.280 2.836 1.088 0.2 0.0 -0.1
H -1.035 4.071 1.322 -0.2 0.1 0.2
H -1.482 2.669 -1.034 0.2 0.0 0.0
H 2.531 3.153 -0.704 -0.2 0.1 0.0
H 0.831 3.755 1.589 0.2 0.0 0.1
H 1.861 5.877 2.680 -0.1 0.1 0.1
H 3.455 5.418 3.324 -0.1 -0.1 -0.1
H 2.033 4.413 3.687 -0.1 0.1 0.1
H 3.172 1.449 0.971 0.0 0.4 0.0
H 0.336 0.376 0.680 -0.1 -0.1 0.0
H 1.059 1.080 2.151 -0.2 -0.1 0.2
H 1.689 -0.424 1.493 -0.1 0.0 0.0
H 1.777 0.239 -1.432 0.0 -0.1 -0.1
H 3.366 1.026 -1.455 0.0 -0.1 -0.2
H 3.130 -0.444 -0.501 0.0 0.0 0.0